Density functional theory data (ωB97M-V with the def2-TZVPD basis set) for 2 unconnected molecules or ions with the total composition CHI3N2O.

```
8
Properties=species:S:1:pos:R:3:forces:R:3
C 0.15256 0.64594 -1.42413 -0.886 1.104 -0.528
N -0.76426 -0.32687 0.71122 -2.508 -0.790 -0.195
N 1.36736 0.67898 -1.45158 -0.203 -0.327 -0.018
O -0.99485 0.82026 -1.60743 0.917 -0.359 -0.258
I -0.28583 -2.28726 0.86855 0.540 -1.151 0.181
I 2.67944 0.19209 -0.03691 0.184 -0.061 0.000
I -0.31437 0.80451 2.36629 -0.501 0.021 0.159
H -1.84004 -0.52764 0.57399 2.456 1.563 0.660
```
Forces are in eV/Å.

Its spin multiplicity is 1. As for the max |F|: 2.99 eV Å⁻¹. As for the total charge: 0.

Now the Mulliken charges, all in e: atom 1 (C): 0.85, atom 2 (N): -0.90, atom 3 (N): -0.57, atom 4 (O): -0.43, atom 5 (I): 0.20, atom 6 (I): 0.22, atom 7 (I): 0.22, atom 8 (H): 0.40

Density functional theory data (ωB97M-V with the def2-TZVPD basis set) for a molecular structure, C44H54BF4IrNO3P3S.

```
112
Properties=species:S:1:pos:R:3:forces:R:3
Ir 1.25264 -0.30473 0.41861 0.676 -0.269 -0.564
C -1.40272 -3.41136 2.14584 -0.003 -0.001 -0.001
C 0.10152 -3.18240 2.30128 0.012 -0.028 -0.027
C 0.60747 -4.00029 3.49222 -0.024 -0.041 0.018
P 0.57607 -1.38011 2.29778 -0.182 0.162 0.048
C 1.81297 -1.25534 3.65105 -0.042 -0.004 0.035
C 1.82864 0.10919 4.33283 0.015 0.003 -0.024
C 3.18210 -1.73399 3.16220 -0.003 0.004 0.031
C -0.82765 -0.37045 2.76745 -0.033 0.006 -0.002
C -1.64127 -0.61671 3.88056 -0.028 0.001 0.014
C -2.64333 0.25329 4.25361 0.030 -0.028 -0.007
C -3.49418 0.01079 5.47081 0.002 -0.005 0.005
C -2.81424 1.40490 3.46858 0.003 0.030 -0.017
C -2.01825 1.68068 2.38269 -0.027 0.004 0.011
C -0.98888 0.79455 2.00056 0.008 -0.054 0.089
N -0.21392 1.01606 0.88038 -0.107 0.021 0.021
C 0.21927 2.35603 0.62619 -0.082 0.040 0.011
C 0.61336 3.17035 1.68200 0.010 -0.014 -0.004
C 1.19139 4.40440 1.45374 0.017 0.002 -0.013
C 1.43732 4.83613 0.15810 0.001 -0.018 0.006
C 2.20433 6.09969 -0.11262 -0.002 0.005 0.002
C 0.98840 4.04222 -0.89013 -0.032 0.051 0.010
C 0.33122 2.83466 -0.68725 0.008 -0.004 -0.092
P -0.51957 1.89219 -2.00653 0.076 0.025 0.068
C -0.12174 2.69177 -3.64487 -0.041 0.011 -0.021
C -0.53259 4.12820 -3.98373 0.018 -0.016 -0.007
C 1.34789 2.42819 -3.98995 0.014 0.008 0.035
C -2.27771 2.41571 -1.62447 0.003 -0.024 -0.041
C -2.50283 3.82559 -1.07910 0.003 -0.036 0.009
C -3.18804 2.14964 -2.82588 0.001 0.008 0.002
H -1.57928 -4.47533 1.97971 -0.001 -0.002 -0.004
H -1.83246 -2.87187 1.30735 -0.019 0.010 -0.017
H -1.94544 -3.11429 3.04224 0.002 -0.002 0.012
H 0.59625 -3.58302 1.41834 -0.013 0.026 0.059
H 0.15954 -3.67661 4.43424 -0.001 -0.025 -0.009
H 1.69036 -3.97938 3.59448 -0.019 0.008 0.035
H 0.31533 -5.04016 3.32963 -0.014 0.010 0.018
H 1.43662 -1.96567 4.39029 0.028 -0.028 0.001
H 1.99257 0.92616 3.64054 -0.015 -0.019 0.025
H 2.64309 0.13043 5.05947 0.007 0.012 -0.007
H 0.89274 0.29037 4.86234 0.001 -0.009 0.007
H 3.63181 -1.01665 2.48189 0.023 0.054 -0.026
H 3.11859 -2.69724 2.64745 0.024 0.035 -0.009
H 3.85200 -1.85140 4.01574 0.002 -0.004 -0.002
H -1.46423 -1.50459 4.48006 -0.005 -0.005 0.007
H -3.51316 -1.04666 5.73547 0.006 0.002 0.003
H -4.52242 0.33443 5.30490 -0.002 -0.006 -0.004
H -3.11502 0.56105 6.33490 -0.004 0.007 -0.003
H -3.60139 2.10429 3.72970 0.001 0.002 -0.003
H -2.17595 2.58247 1.80469 0.000 -0.001 0.000
H 0.52587 2.80344 2.69618 -0.008 0.008 -0.009
H 1.52930 4.99579 2.29561 0.000 -0.002 -0.002
H 2.21286 6.75086 0.76096 -0.003 0.002 -0.002
H 1.77968 6.65494 -0.95060 0.005 -0.006 -0.003
H 3.24131 5.86263 -0.35987 0.004 -0.001 0.008
H 1.16257 4.39076 -1.89624 -0.026 0.029 -0.048
H -0.71324 2.04751 -4.30951 0.018 -0.022 0.015
H -0.10055 4.87499 -3.32272 0.038 0.011 0.034
H -1.61221 4.25834 -3.95932 -0.002 0.021 0.017
H -0.20134 4.36032 -5.00018 -0.001 0.007 0.003
H 2.01986 3.08201 -3.43285 0.000 -0.009 0.015
H 1.52008 2.59724 -5.05543 0.005 0.019 -0.001
H 1.63293 1.40219 -3.75263 -0.020 -0.004 -0.031
H -2.55181 1.70775 -0.83407 -0.011 -0.017 0.011
H -2.24399 4.59035 -1.81082 0.026 0.020 -0.035
H -1.91538 4.01875 -0.18203 0.014 -0.001 0.010
H -3.56019 3.95367 -0.82682 0.005 0.004 -0.006
H -3.08582 2.93363 -3.57772 -0.021 -0.021 0.019
H -4.23580 2.12994 -2.51601 0.001 -0.004 0.007
H -2.96598 1.19719 -3.30475 0.001 -0.017 -0.007
O 4.62169 -0.20692 -1.80535 -0.049 0.146 -0.027
S 3.25302 -0.38008 -1.46360 0.233 -0.645 -0.007
O 2.42441 0.79536 -1.18104 -0.475 0.540 0.149
O 3.01153 -1.31551 -0.30311 0.147 -0.033 -0.023
C 2.43400 -1.15457 -2.82765 0.008 0.017 -0.013
C 3.15053 -1.30326 -4.00506 0.007 -0.020 0.018
C 2.57954 -1.96057 -5.08222 -0.012 -0.004 0.000
C 1.32040 -2.52133 -4.94577 0.005 -0.004 -0.002
C 0.61804 -2.38155 -3.75851 -0.006 0.006 -0.002
C 1.12874 -1.63476 -2.69708 0.007 -0.019 -0.005
P 0.17317 -1.58248 -1.12002 -0.073 0.122 0.082
C -1.59088 -1.25492 -1.44780 0.001 -0.012 0.006
C -2.22633 -1.36059 -2.68503 0.015 0.019 -0.035
C -3.60765 -1.30557 -2.77122 -0.001 0.008 0.012
C -4.38067 -1.11712 -1.63245 0.015 -0.004 0.000
C -3.75577 -0.95982 -0.40719 -0.009 0.000 -0.001
C -2.37160 -1.03112 -0.31936 0.016 -0.013 0.016
C 0.18831 -3.40136 -0.88168 -0.043 -0.031 -0.030
C -0.96958 -4.16856 -0.93746 0.054 0.020 -0.009
C -0.89688 -5.55346 -0.83200 -0.009 -0.004 -0.005
C 0.32839 -6.17729 -0.67243 -0.003 -0.006 0.004
C 1.49186 -5.41584 -0.63159 0.010 0.004 -0.005
C 1.42649 -4.03883 -0.74356 -0.019 0.017 -0.017
H 4.15831 -0.91426 -4.05043 -0.002 0.004 -0.001
H 3.13234 -2.06900 -6.00561 0.000 -0.001 0.000
H 0.88704 -3.09479 -5.75474 0.001 0.002 -0.001
H -0.31779 -2.90976 -3.64865 -0.033 0.017 0.006
H -1.65903 -1.44503 -3.59826 0.033 -0.018 0.002
H -4.08081 -1.38670 -3.74148 -0.003 -0.003 0.002
H -5.45933 -1.07172 -1.70725 -0.001 0.001 -0.003
H -4.33403 -0.77805 0.49002 0.000 0.001 0.000
H -1.90361 -0.90006 0.64304 -0.009 -0.001 0.009
H -1.93555 -3.69782 -1.06163 -0.014 0.018 0.011
H -1.80551 -6.14023 -0.87574 0.000 0.001 0.002
H 0.38239 -7.25506 -0.58895 0.000 0.001 0.002
H 2.45424 -5.89747 -0.51714 0.000 -0.002 0.001
H 2.33463 -3.44993 -0.70904 0.007 0.008 0.002
F 2.73016 0.90132 1.43762 -0.345 0.019 0.431
B 3.71070 1.95630 2.03993 0.230 -0.057 -0.233
F 4.06517 2.75206 0.98919 -0.004 0.017 -0.021
F 4.73501 1.19025 2.54526 -0.027 -0.013 -0.011
F 3.02950 2.63267 3.02842 0.023 -0.017 0.021
```
Forces are in eV/Å.

Its spin multiplicity is 1. As for the max |F|: 0.92 eV Å⁻¹. As for the total charge: 0.

Atomic partial charges in e from the Mulliken method, atoms 1 to 99: atom 1 (Ir): 1.35, atom 2 (C): -1.94, atom 3 (C): 2.95, atom 4 (C): -1.67, atom 5 (P): 1.30, atom 6 (C): 0.97, atom 7 (C): -1.77, atom 8 (C): -1.68, atom 9 (C): -0.65, atom 10 (C): -0.71, atom 11 (C): 0.48, atom 12 (C): -1.76, atom 13 (C): -1.27, atom 14 (C): -0.08, atom 15 (C): -0.30, atom 16 (N): 0.89, atom 17 (C): -1.30, atom 18 (C): 0.40, atom 19 (C): -1.17, atom 20 (C): 0.28, atom 21 (C): -1.82, atom 22 (C): -0.31, atom 23 (C): -0.09, atom 24 (P): 1.75, atom 25 (C): 0.04, atom 26 (C): -1.51, atom 27 (C): -1.05, atom 28 (C): 1.49, atom 29 (C): -1.57, atom 30 (C): -1.63, atom 31 (H): 0.50, atom 32 (H): 0.29, atom 33 (H): 0.55, atom 34 (H): -1.09, atom 35 (H): 0.31, atom 36 (H): 0.40, atom 37 (H): 0.50, atom 38 (H): 0.85, atom 39 (H): 0.42, atom 40 (H): 0.51, atom 41 (H): 0.30, atom 42 (H): 0.11, atom 43 (H): 0.26, atom 44 (H): 0.55, atom 45 (H): 0.53, atom 46 (H): 0.40, atom 47 (H): 0.39, atom 48 (H): 0.29, atom 49 (H): 0.42, atom 50 (H): 0.42, atom 51 (H): 0.36, atom 52 (H): 0.29, atom 53 (H): 0.43, atom 54 (H): 0.37, atom 55 (H): 0.29, atom 56 (H): 0.22, atom 57 (H): 0.54, atom 58 (H): 0.14, atom 59 (H): 0.29, atom 60 (H): 0.52, atom 61 (H): 0.19, atom 62 (H): 0.59, atom 63 (H): -0.08, atom 64 (H): -0.44, atom 65 (H): 0.27, atom 66 (H): 0.18, atom 67 (H): 0.49, atom 68 (H): 0.28, atom 69 (H): 0.42, atom 70 (H): 0.30, atom 71 (O): -0.79, atom 72 (S): 1.38, atom 73 (O): -0.68, atom 74 (O): -0.91, atom 75 (C): 0.23, atom 76 (C): -0.32, atom 77 (C): -0.81, atom 78 (C): -0.96, atom 79 (C): -1.07, atom 80 (C): 0.08, atom 81 (P): 1.51, atom 82 (C): 1.06, atom 83 (C): -0.32, atom 84 (C): -0.99, atom 85 (C): -0.82, atom 86 (C): -0.98, atom 87 (C): -0.53, atom 88 (C): 1.16, atom 89 (C): -0.51, atom 90 (C): -0.73, atom 91 (C): -0.80, atom 92 (C): -0.65, atom 93 (C): -0.49, atom 94 (H): 0.61, atom 95 (H): 0.43, atom 96 (H): 0.45, atom 97 (H): 0.68, atom 98 (H): 0.56, atom 99 (H): 0.34

These records have energy above the lowest of the compared OMol25 structures with the same formula, charge and spin values of 0.551; 0.000 eV, in the order they appear.
These records have Kohn-Sham gap values of 7.920; 6.856 eV, in the order they appear.
These records have highest occupied orbital energy values of -9.0949; -7.0775 eV, in the order they appear.